# 1
The following is a DFT calculation (ωB97M-V with the def2-TZVPD basis set) of C39H22Cl10F5N2O2PTeTi as an isolated structure at a distorted geometry.

```
83
Properties=species:S:1:pos:R:3:forces:R:3:lowdin_charge:R:1
Ti 0.680301 -0.361539 1.048547 -2.195 0.215 0.638 0.774
Cl 7.364317 3.077470 0.872329 -0.023 -0.024 -0.002 0.631
C 5.890023 2.184723 0.716507 0.083 0.034 0.030 -0.703
C 5.162037 1.828795 1.847241 -0.018 -0.009 -0.002 -0.686
Cl 5.733779 2.258865 3.416327 0.024 0.004 -0.019 0.673
C 3.979176 1.117070 1.719740 -0.168 -0.202 0.024 -0.602
Cl 3.087687 0.621237 3.117274 0.421 0.127 -0.125 0.786
C 3.467671 0.776877 0.452864 -0.229 -0.254 0.042 -0.513
O 2.337146 0.131415 0.281280 0.921 0.469 0.208 -0.344
C 4.243984 1.100493 -0.660386 0.032 0.099 -0.249 -0.602
Cl 3.626284 0.652980 -2.209111 0.061 0.001 0.062 0.752
C 5.430502 1.800928 -0.538069 0.024 0.006 -0.076 -0.691
Cl 6.345366 2.197853 -1.950873 -0.032 0.012 0.041 0.649
N 0.125652 -0.513874 -2.393865 0.154 0.207 0.042 -0.097
P -0.200243 0.847541 -1.317320 -0.754 -0.456 -0.316 1.116
C -0.000194 2.073490 -2.689064 0.248 0.047 0.140 -0.310
C -0.833468 1.977331 -3.805525 -0.022 0.011 -0.006 -0.104
C -0.647640 2.813664 -4.896708 0.004 -0.006 -0.014 -0.108
C 0.370912 3.758354 -4.880527 -0.011 -0.022 0.033 -0.112
C 1.190774 3.860923 -3.766940 0.017 -0.012 0.007 -0.074
C 1.014121 3.024927 -2.668702 0.045 -0.027 0.112 -0.083
C -2.050622 0.810480 -1.283833 0.089 0.123 -0.079 -0.337
C -2.742581 1.863424 -0.683427 -0.001 0.051 -0.058 -0.075
C -4.129262 1.884488 -0.697010 -0.018 -0.046 -0.055 -0.082
C -4.846004 0.860421 -1.300656 0.054 0.030 -0.007 -0.105
C -4.163447 -0.202743 -1.872480 0.023 -0.005 -0.017 -0.101
C -2.774896 -0.227864 -1.859669 0.009 -0.077 0.017 -0.112
C 0.813000 -1.648944 -2.081684 -0.106 -0.183 -0.001 -0.376
C 1.411025 -2.383530 -3.130843 -0.078 0.045 -0.013 -0.029
C 1.965596 -3.606399 -2.868932 0.034 -0.040 0.044 -0.083
C 1.911394 -4.108040 -1.568722 -0.042 -0.021 -0.061 -0.081
C 1.355765 -3.304781 -0.602345 -0.018 -0.021 0.110 -0.189
N 0.848577 -2.082576 -0.813955 0.161 0.274 -0.350 0.078
H 0.185080 -0.280031 -3.374178 -0.054 0.013 0.021 0.086
H -1.649254 1.263159 -3.821498 -0.006 -0.002 0.027 0.097
H -1.308228 2.733407 -5.752457 -0.002 0.005 0.002 0.090
H 0.513128 4.417296 -5.729793 0.006 0.002 0.005 0.088
H 1.980675 4.601791 -3.738011 -0.001 0.001 0.011 0.103
H 1.644071 3.127547 -1.781117 -0.025 0.060 -0.040 0.058
H -2.192960 2.656357 -0.193046 0.013 -0.010 -0.019 0.099
H -4.648895 2.699556 -0.208548 -0.006 -0.003 -0.005 0.104
H -5.929631 0.879006 -1.304292 0.000 -0.008 0.025 0.093
H -4.708911 -1.026930 -2.317581 0.002 -0.007 0.012 0.095
H -2.252577 -1.077936 -2.280776 0.005 0.017 -0.024 0.096
H 1.407709 -1.965992 -4.129816 0.023 0.006 0.001 0.107
H 2.436077 -4.173256 -3.663478 -0.022 -0.006 -0.008 0.101
H 2.303969 -5.079983 -1.307705 0.012 0.006 0.009 0.098
H 1.290226 -3.662268 0.417478 0.039 0.040 -0.015 0.094
C -5.086649 0.794195 2.527184 0.051 0.037 0.031 -0.113
C -3.829869 1.405856 2.706580 -0.054 -0.037 0.030 -0.084
C -2.686840 0.802202 2.258053 -0.030 -0.019 -0.013 -0.060
C -2.700935 -0.471270 1.622973 0.049 0.057 0.043 -0.193
C -1.489196 -1.139919 1.182019 0.129 -0.465 -0.637 -0.162
C -1.692440 -2.422014 0.702215 -0.042 -0.054 0.142 -0.146
C -2.956172 -3.040628 0.542051 0.069 0.009 0.028 -0.101
C -4.086163 -2.371329 0.887863 -0.037 0.050 -0.017 -0.075
C -3.978655 -1.082045 1.465882 -0.022 -0.026 0.046 -0.186
C -5.151483 -0.420209 1.909212 0.009 -0.011 -0.001 -0.073
H -5.989584 1.283770 2.875855 -0.005 0.005 -0.009 0.087
H -3.757941 2.372131 3.191682 0.008 0.014 -0.017 0.102
H -1.749761 1.317555 2.382533 0.006 -0.024 0.016 0.065
H -0.844996 -3.033189 0.426951 -0.026 0.048 -0.075 0.053
H -3.013748 -4.040188 0.121337 0.010 -0.009 0.020 0.089
H -5.071168 -2.804477 0.742208 -0.005 -0.006 0.031 0.097
H -6.107753 -0.911265 1.753770 0.002 -0.016 0.007 0.097
F 2.461640 3.378593 -0.175442 0.178 -0.285 0.290 -0.593
Te 1.063585 2.945076 1.619979 -0.575 2.716 -0.431 1.953
F 1.413087 3.303122 3.553706 0.312 -0.132 0.026 -0.578
F -0.693425 3.386033 2.271763 -0.028 -0.320 0.103 -0.464
F 1.087979 4.854048 1.456436 0.140 -0.057 0.045 -0.492
F -0.143582 2.939501 -0.031700 0.203 -0.202 0.009 -0.529
O 0.149690 0.968414 1.930415 0.877 -1.235 -0.338 -0.667
Cl 3.754216 -2.327151 1.073601 0.006 0.011 0.005 0.764
C 2.549134 -2.723406 2.269702 0.031 -0.086 0.036 -0.685
C 1.409860 -1.922943 2.433622 0.175 -0.593 0.613 -0.257
C 0.665337 -2.257627 3.577651 -0.057 0.037 0.035 -0.664
Cl -0.574420 -1.187566 4.134958 -0.021 -0.011 -0.009 0.771
C 0.895725 -3.394642 4.357761 -0.070 0.059 0.005 -0.703
Cl -0.129314 -3.789226 5.695709 0.028 0.015 -0.041 0.642
C 1.964617 -4.226854 4.059475 0.001 0.017 -0.023 -0.719
Cl 2.230991 -5.676967 4.961013 0.021 0.018 0.020 0.637
C 2.827078 -3.860901 3.036074 0.033 0.008 -0.057 -0.708
Cl 4.223941 -4.841858 2.730258 -0.037 0.024 -0.014 0.631
```
Positions in Å, forces in eV/Å.

Calculated values
- Maximum force: 2.8 eV Å⁻¹
- Charge: -2
- Energy relative to the best compared isomer or geometry (same formula, charge and spin): 27.1 kcal per mole
- HOMO energy: -3.2 eV



# 2
The following is a DFT calculation (ωB97M-V with the def2-TZVPD basis set) of an isolated ion of composition C7H16N3 and charge +1 at a distorted geometry.

```
26
Properties=species:S:1:pos:R:3:forces:R:3:nbo_charge:R:1
C 1.864858 0.678809 -0.662697 -0.437 0.571 0.975 -0.407
C 0.625116 1.519755 -1.038513 0.547 -0.268 -0.927 -0.397
C 0.431647 1.032775 1.272529 -0.691 -2.778 -3.644 -0.347
C 1.474864 0.071716 0.642153 -0.069 -0.164 2.590 -0.318
C -0.444105 1.243581 0.027916 -0.120 -0.178 0.268 -0.304
C 0.829021 -1.219126 0.531983 -4.141 -1.200 1.812 0.215
C -1.182675 -0.072737 -0.195765 1.177 -1.126 -0.825 0.123
N 1.056600 -2.325006 -0.181616 0.353 -0.279 -0.476 -0.764
N -1.745330 -0.411701 -1.418489 -0.225 -0.388 -1.716 -0.903
N -2.310251 -0.512218 0.885564 2.338 1.211 1.369 -0.758
H 2.120012 -0.113305 -1.330751 0.542 -0.050 -0.843 0.208
H 2.646336 1.375002 -0.430195 0.943 -0.022 -0.580 0.235
H 0.949213 2.548107 -0.968083 -0.252 0.451 0.313 0.227
H 0.433981 1.423349 -2.108621 -0.776 -0.328 0.205 0.234
H -0.180814 0.557083 1.971853 -0.352 -0.400 1.917 0.188
H 0.947952 1.856649 1.534629 1.208 2.979 1.451 0.220
H 2.173515 0.001183 1.509442 0.547 -0.258 -1.059 0.265
H -0.954354 2.162258 0.220594 -1.313 0.609 -0.231 0.219
H 0.261059 -1.542124 1.503861 1.350 0.681 -1.591 0.178
H 0.557876 -3.146650 0.115947 0.110 -0.041 -0.111 0.405
H 1.409387 -2.384167 -1.126752 0.187 0.432 0.180 0.410
H -1.377862 -1.193178 -1.939667 0.362 -0.404 0.466 0.374
H -2.129083 0.187797 -2.155087 0.226 0.608 1.079 0.388
H -3.106759 -1.020238 0.498505 0.235 0.350 -0.334 0.447
H -2.565674 0.421125 1.275130 -0.384 -1.290 0.391 0.433
H -1.784536 -1.138745 1.566122 -1.364 1.284 -0.679 0.428
```
Positions in Å, forces in eV/Å.

Calculated values
- Maximum force: 4.7 eV Å⁻¹
- Charge: +1
- Energy relative to the best compared isomer or geometry (same formula, charge and spin): 90.4 kcal per mole
- HOMO energy: -11.2 eV



# 3
The following is a DFT calculation (ωB97M-V with the def2-TZVPD basis set) of one molecule with the formula C4H7NO2 at a distorted geometry.

```
14
Properties=species:S:1:pos:R:3:forces:R:3:lowdin_spin:R:1
C 1.127899 -0.073745 -0.196647 -5.212 3.981 -1.661 0.635
C 2.052602 -0.200619 0.788483 6.425 -0.536 3.486 0.799
C -0.179701 -0.570813 -0.368216 1.360 2.118 -0.933 0.057
C -1.934303 1.032208 0.410944 -2.207 -1.040 1.304 0.007
N 0.856407 -0.224531 -1.519255 -0.126 -1.880 0.245 0.275
O -0.166453 -1.873420 -0.230913 0.807 -5.210 -1.555 0.056
O -1.443874 -0.048810 -0.347499 0.760 -0.409 -0.659 0.019
H 1.811831 -0.161388 1.840057 -0.361 0.067 -0.153 0.051
H 3.135845 -0.019109 0.583360 -1.008 -0.416 0.119 0.047
H -2.321728 0.658684 1.396451 0.547 0.051 -0.570 0.000
H -2.882750 1.297368 -0.105675 0.920 0.367 0.128 0.000
H -1.320600 1.872103 0.662612 0.825 0.415 -0.602 0.004
H 0.631178 0.540275 -2.092518 -0.086 1.458 -1.050 0.042
H 0.633647 -2.228199 -0.821185 -2.643 1.035 1.900 0.007
```
Positions in Å, forces in eV/Å.

Calculated values
- Maximum force: 7.3 eV Å⁻¹
- Charge: 0
- Energy relative to the best compared isomer or geometry (same formula, charge and spin): 67.8 kcal per mole
- HOMO energy (spin up / spin down): -5.4 / -8.9 eV
- 2S+1: 3



# 4
The following is a DFT calculation (ωB97M-V with the def2-TZVPD basis set) of a 4-piece molecular cluster, CH9NO5 overall at a distorted geometry.

```
16
Properties=species:S:1:pos:R:3:forces:R:3:nbo_charge:R:1
N -2.079157 0.053134 -0.394515 2.090 -0.811 -0.315 -0.850
C -1.100186 -0.207562 0.530685 -1.293 1.451 -0.450 0.867
O -1.320071 -0.257127 1.712148 0.498 -0.110 0.445 -0.634
O 0.148185 -0.193037 -0.027115 -0.517 0.053 0.504 -0.726
H -1.851212 -0.245040 -1.331474 -0.708 0.388 -0.074 0.406
H -2.977583 0.298486 -0.066691 -0.787 -0.286 0.066 0.411
H 0.678684 0.096157 0.738241 0.548 -0.895 -0.288 0.514
O 1.992794 -0.641104 2.143136 0.200 -0.282 -0.375 -0.950
H 2.904902 -0.966727 2.185758 -0.359 0.292 0.039 0.484
H 1.946470 0.160057 2.661447 0.179 0.159 0.463 0.476
O 1.126985 3.228271 -0.543177 -0.382 0.614 -0.060 -0.930
H 1.389991 2.707262 0.206569 0.169 -0.333 0.406 0.462
H 1.558986 2.836273 -1.295900 0.207 -0.255 -0.358 0.469
O -1.137651 -2.507032 -2.151106 -0.105 0.195 0.287 -0.937
H -0.632507 -2.104988 -1.435213 0.091 -0.169 0.111 0.472
H -0.648632 -2.257024 -2.932792 0.169 -0.012 -0.399 0.467
```
Positions in Å, forces in eV/Å.

Calculated values
- Maximum force: 2.3 eV Å⁻¹
- Charge: 0
- Energy relative to the best compared isomer or geometry (same formula, charge and spin): 17.9 kcal per mole
- HOMO energy: -10.2 eV